{
  "formula": "C22H53F3O2P",
  "method": "ωB97M-V/def2-TZVPD",
  "species": ["P", "F", "F", "F", "O", "O", "C", "C", "C", "C", "C", "C", "C", "C", "C", "C", "C", "C", "C", "C", "C", "C", "C", "C", "C", "C", "C", "C", "H", "H", "H", "H", "H", "H", "H", "H", "H", "H", "H", "H", "H", "H", "H", "H", "H", "H", "H", "H", "H", "H", "H", "H", "H", "H", "H", "H", "H", "H", "H", "H", "H", "H", "H", "H", "H", "H", "H", "H", "H", "H", "H", "H", "H", "H", "H", "H", "H", "H", "H", "H", "H"],
  "xyz": [[0.98866, -3.95764, -4.32369], [3.82678, -6.15356, -4.32068], [3.26906, -8.14732, -3.70626], [3.73259, -6.65252, -2.21184], [2.55709, -3.79106, -6.70891], [1.84930, -6.47530, -3.30194], [0.24613, -0.61240, -0.64984], [-0.87506, -0.45161, -1.67708], [-2.33984, 5.53583, 1.21528], [-1.18830, 0.21198, 2.99083], [1.21569, -3.75610, -6.22031], [2.14932, -0.21120, -2.28007], [1.51524, 0.18478, -0.95180], [-1.35052, -2.40195, 4.69247], [-0.04156, 4.48877, 0.83500], [3.11442, -6.81573, -3.39843], [-2.50121, 7.35938, 3.74114], [-0.00109, -0.68512, 3.32628], [-1.86160, 6.98696, 1.29691], [0.42353, -2.55400, 6.52299], [-1.34279, 0.98632, -1.89113], [-0.87102, -1.89804, 6.05304], [1.17733, -5.89367, -4.46435], [-1.40357, 7.43355, 2.68450], [3.30881, -2.65306, -6.34316], [-1.92468, 1.62823, -0.63497], [-0.38158, -2.14931, 3.53566], [-1.31728, 4.49642, 1.67071], [0.70942, -2.19294, 7.51236], [1.48151, -0.00806, -3.11759], [0.52921, -2.73531, 3.68452], [-3.25379, 5.41762, 1.80429], [-0.11763, -0.33450, 0.34499], [0.86391, -2.48210, -4.15653], [-1.91706, 0.24303, 3.80324], [-1.04206, 8.46328, 2.61599], [-0.85646, 1.23604, 2.80703], [-1.04438, 7.14236, 0.58738], [-2.77274, 1.04952, -0.26016], [-3.35922, 7.97138, 3.45351], [0.67156, -4.55503, -6.74328], [-0.47270, -4.06677, -4.60684], [-1.06535, 4.65188, 2.72412], [-1.18316, 1.69663, 0.16313], [-2.14137, 7.71998, 4.70599], [-0.83311, -2.53057, 2.61479], [-1.65602, -2.08783, 6.79059], [0.51208, -0.29587, 4.21098], [2.36491, -1.28125, -2.29365], [-1.53662, -3.47874, 4.75906], [-2.31754, -1.94396, 4.46626], [1.66819, -6.23288, -5.38212], [0.49511, 5.43685, 0.90377], [0.73394, -2.79799, -6.49437], [2.43749, -3.86181, -4.06838], [-2.67563, 7.64030, 0.96563], [2.23006, 0.01430, -0.14057], [0.72269, -0.63333, 2.50897], [-2.62159, 5.32233, 0.17921], [0.50263, -1.67473, -0.59606], [-1.78183, 3.50910, 1.61348], [-0.26804, 4.30300, -0.21711], [-0.73973, -0.81262, 6.02366], [2.76877, -2.02464, -5.62366], [-2.85330, 6.33677, 3.88413], [3.53918, -2.05221, -7.23672], [-1.69763, -0.13966, 2.09110], [-0.55236, -0.87506, -2.63149], [-1.72903, -1.05778, -1.35653], [-0.51593, 1.59773, -2.26449], [0.30988, -3.63870, 6.58201], [3.08059, 0.33083, -2.45731], [-2.27685, 2.64169, -0.84357], [0.16525, -6.31784, -4.43981], [4.24369, -2.96743, -5.86261], [1.30097, 1.25946, -0.94656], [0.63691, 3.70302, 1.17137], [1.25111, -2.34213, 5.84468], [-0.54779, 6.83337, 3.00534], [0.73787, -4.14217, -2.88422], [-2.10184, 0.99080, -2.67829]],
  "multiplicity": 1,
  "molar_mass_g_mol": 437.632,
  "homo_lumo_gap_ev": 5.849,
  "total_charge": -1
}